Entry from OMol25: an isolated molecule of C4H7FN2O3 at a distorted geometry (ωB97M-V/def2-TZVPD).

Last column: natural (NBO) charge in e.
Cartesian coordinates (Å):
C: -1.85 1.18 -0.45  -0.62
C: -0.76 1.00 0.66  -0.44
C: 0.37 0.10 -0.06  0.36
F: 0.18 0.10 -1.45  -0.34
C: 0.43 -1.37 0.51  0.63
N: 1.00 -2.31 -0.27  -0.80
O: -0.01 -1.56 1.62  -0.56
N: 1.72 0.64 0.10  0.49
O: 2.00 1.20 1.15  -0.36
O: 2.49 0.49 -0.81  -0.34
H: -1.91 0.17 -0.97  0.22
H: -1.39 1.76 -1.37  0.22
H: -2.71 1.68 -0.04  0.23
H: -0.45 2.06 1.03  0.24
H: -0.98 0.40 1.56  0.26
H: 0.96 -2.23 -1.27  0.41
H: 0.92 -3.31 0.07  0.42

Results
HOMO level in Ha: -0.399
Maximum force in Eh/bohr: 0.0615
Gap between HOMO and LUMO in eV: 10.7
Structure (SMILES): CC[C@](F)(C(N)=O)[N+](=O)[O-]
Multiplicity: 1
Energy above the lowest of the compared OMol25 structures with the same formula, charge and spin in kJ/mol: 438.3